(1)
Formula: C18H55CoF4N2O18S4
Source: the OMol25 dataset
Level of theory: wB97M-V/def2-TZVPD

## Properties
Gap between HOMO and LUMO (alpha / beta) (eV): 7.94 / 4.75
Multiplicity: 5
E_HOMO (alpha / beta) (eV): -9.88 / -9.88
E_LUMO (alpha / beta) (eV): -1.939 / -5.134
Expectation value of S²: 6.011
Electronic energy (Ha): -5557.2771

```
102
C18H55CoF4N2O18S4 (wB97M-V/def2-TZVPD)
Co -0.29024 0.21442 -2.35122
S -2.41462 0.72024 -4.90283
S 1.19474 -0.89958 0.28393
S -0.42830 0.60163 0.90904
S -2.17399 2.68352 -3.47149
F -3.74696 0.07491 -4.30340
F 2.14440 -0.98425 -1.03835
F -1.68438 1.52057 0.36459
F -1.68265 3.12335 -2.03570
O 1.04758 -4.77296 -3.46486
O 0.87319 -2.31887 0.45298
O -2.70686 -2.36748 2.92050
O -2.94060 1.68652 -5.87031
O 1.21450 6.06128 2.13049
O -1.37127 3.52146 -4.35686
O 0.67901 -0.96248 -3.68259
O -2.92276 6.46991 0.73146
O -1.13986 -0.31868 1.78954
O -1.34773 0.62942 6.80357
O -3.63594 2.94031 -3.36771
O -1.73437 -0.42408 -5.46901
O 2.17389 -0.24529 1.14108
O 0.30967 1.69535 1.51288
O -1.71835 -1.48255 -2.20883
O 5.92438 0.63386 -4.00471
O 3.18984 -5.12524 2.74053
O 1.25557 1.84227 -2.85519
N -0.00453 0.14261 -0.44335
N -1.66941 1.25823 -3.37183
C -4.24702 4.90056 -0.55166
C 1.72830 4.21145 -2.52891
C -0.14448 -4.93968 -1.30227
C 1.18209 -4.59946 -2.08082
C -2.16665 1.56599 4.78486
C 1.73957 -6.47415 1.30722
C -2.98444 -2.26586 -0.39225
C 5.06414 -0.18160 -1.91422
C -1.46692 -2.88193 3.34785
C -2.90674 -1.21051 -1.49231
C 1.12395 4.67632 1.90786
C 2.41817 4.27165 1.21539
C 1.82107 -5.35910 2.31876
C -1.60201 0.35168 5.45379
C 1.50534 2.83070 -1.84907
C -1.68298 -3.82988 4.49068
C -2.87289 5.18396 0.04877
C 6.31397 0.33220 -2.69270
H 2.21783 -6.10745 0.39898
H 1.97874 -5.26851 -1.75550
H -2.15655 5.28715 -0.76628
H 1.13159 4.32466 -3.43402
H -0.09256 -4.76345 -0.22787
H -0.76508 -2.08496 3.59354
H 2.76038 4.31793 -2.86293
H -2.04485 -2.32932 0.15661
H 6.98904 -0.52112 -2.75772
H -3.81171 -1.23099 -2.09953
H 3.18088 -4.67044 3.58592
H -2.99995 1.88686 5.40995
H 1.45723 5.05063 -1.88829
H -4.12554 3.91148 -0.99332
H -3.83018 -2.06079 0.26408
H 1.43295 -4.37343 2.06203
H 6.74113 0.62906 -4.50918
H 3.32164 4.55683 1.75438
H 1.50671 -3.56483 -1.97013
H 0.92722 4.21022 2.87334
H -3.41434 6.28759 1.53563
H 4.21210 0.46537 -2.12291
H -1.43551 2.36268 4.64767
H 1.14598 -5.56638 3.14905
H 1.46843 -1.35468 -3.26125
H 4.73451 -1.17428 -2.22087
H 1.17652 -5.71136 -3.62103
H -2.24738 -0.52484 5.39620
H 2.45693 4.62577 0.18525
H -2.87633 -0.17854 -1.14273
H 0.61145 6.54205 1.55883
H 0.64536 2.79877 -1.18010
H -0.70715 0.01535 4.93016
H 2.33514 2.47380 -1.23904
H 0.23731 4.56726 1.28329
H -1.04486 -3.52018 2.57157
H 2.17747 -7.39569 1.69078
H -3.14681 -3.25456 -0.82146
H 2.51339 3.19560 1.06992
H -2.50642 4.36320 0.66534
H -0.85323 -4.53592 4.52436
H -2.61426 1.25045 3.84243
H -0.91479 -0.14208 7.17632
H -1.57192 -3.27050 5.41958
H -2.57590 -1.71544 2.22818
H 1.98420 1.87880 -3.47919
H 5.25561 -0.13913 -0.84202
H -2.62111 -4.37957 4.56714
H 6.82322 1.14903 -2.18129
H -1.89833 -2.19963 -2.82120
H -4.99726 4.73397 0.22131
H -0.99741 -4.32648 -1.59311
H -4.66787 5.65208 -1.21964
H 0.70024 -6.69166 1.06110
H -0.42258 -5.98083 -1.46586
```

(2)
Formula: C3H3NO2
Source: the OMol25 dataset
Level of theory: wB97M-V/def2-TZVPD

## Properties
Gap between HOMO and LUMO (eV): 11.96
SMILES: N#CCOC=O
Multiplicity: 1
E_HOMO (eV): -11.32
E_LUMO (eV): 0.639
Energy relative to the best compared isomer or geometry (same formula, charge and spin) (kJ/mol): 122.1
Electronic energy (Ha): -321.3311

```
9
C3H3NO2 (wB97M-V/def2-TZVPD)
O 0.65260 -0.35863 -0.91293
O 1.16045 0.82468 0.94552
N -2.14776 1.25600 0.28537
C 1.42715 0.44821 -0.15996
C -1.44943 0.37552 0.01756
C -0.58254 -0.76248 -0.33064
H -1.06900 -1.36571 -1.09869
H 2.32841 0.70271 -0.73352
H -0.41522 -1.37366 0.56116
```

(3)
Formula: C33H26FMnN7O4
Source: the OMol25 dataset
Level of theory: wB97M-V/def2-TZVPD

## Properties
Gap between HOMO and LUMO (alpha / beta) (eV): 6.51 / 6.32
Multiplicity: 5
E_HOMO (alpha / beta) (eV): -10.39 / -10.40
Charge: +1
E_LUMO (alpha / beta) (eV): -3.884 / -4.079
Energy relative to the best compared isomer or geometry (same formula, charge and spin) (kJ/mol): 347.1
Expectation value of S²: 6.054
Electronic energy (Ha): -3208.1133

```
72
C33H26FMnN7O4 (wB97M-V/def2-TZVPD)
Mn 0.37272 1.45105 0.49382
F 4.50986 -2.19960 -4.13329
O 1.31188 0.05619 -1.39064
O 0.33262 -4.03065 -1.31609
O -1.14821 0.03514 -3.20073
O 4.77575 -4.26746 -2.26693
N 0.10521 0.52598 2.28669
N -0.69690 2.87857 1.67620
N 2.33292 1.04464 0.48370
N -0.78773 0.37235 -0.45616
N 2.54264 -4.14542 -1.85014
N 1.14664 -2.63954 -2.93265
N 0.14856 3.14050 -0.73365
C -2.18114 -2.06240 1.11735
C 1.26866 -3.63835 -1.98124
C 3.82644 -0.52151 1.11014
C -0.66447 5.36639 -0.99715
C 0.57365 4.32094 -2.75353
C 3.71381 -3.75975 -2.51382
C 2.24226 -2.16984 -3.63480
C -1.08271 4.02232 1.11475
C -0.51985 4.21182 -0.25469
C -0.59493 1.15146 3.26105
C -3.24623 -3.51964 -0.98098
C -0.75051 0.58393 4.50986
C 0.57645 -1.26470 3.77525
C 3.32212 0.72963 1.37839
C -1.99449 3.28350 3.60273
C 2.23848 -0.04092 -0.35823
C -0.10448 5.42276 -2.26641
C 0.68923 -0.64586 2.54046
C -1.13091 2.48449 2.87228
C -2.91218 -4.15875 0.20117
C -2.38610 -3.42497 1.25622
C -3.03475 -2.15335 -1.11802
C -0.15878 -0.64554 4.76953
C -2.39295 4.49232 3.04450
C -0.17959 -2.13856 -3.25141
C 0.67598 3.19294 -1.95464
C 3.46515 -2.67160 -3.45907
C -2.19809 0.05891 -0.25705
C 3.12590 -1.02966 -0.01816
C 0.02985 -0.55619 -1.19624
C -1.94442 4.87433 1.78589
C -0.49407 -0.79315 -2.62606
C -2.48851 -1.41352 -0.07523
H -0.20116 6.31886 -2.86388
H 3.61460 1.42679 2.14760
H 1.25975 -1.09620 1.73537
H 1.18509 2.30113 -2.29532
H -2.54239 0.61449 0.62096
H -0.89866 -2.85325 -2.84312
H 2.06275 -1.36616 -4.33543
H 4.63565 -1.01016 1.62848
H -3.06720 -5.22416 0.30420
H -1.31056 1.10367 5.27388
H -0.26109 -1.10336 5.74390
H -2.14212 -3.91714 2.18900
H 3.29699 -1.96523 -0.52470
H -2.27302 5.80224 1.34120
H -2.76756 0.43360 -1.11427
H 1.06505 -2.21382 3.94060
H 2.64696 -4.88495 -1.16935
H -2.35640 2.97573 4.57287
H -3.67435 -4.08375 -1.79948
H 0.15558 -1.52705 -0.69642
H -0.31460 -2.07138 -4.33015
H -3.30726 -1.65313 -2.04133
H 1.02004 4.32424 -3.73703
H -1.79039 -1.48805 1.95030
H -3.07008 5.13610 3.58888
H -1.20038 6.21174 -0.58979
```

(4)
Formula: CF3NO3
Source: the OMol25 dataset
Level of theory: wB97M-V/def2-TZVPD

## Properties
Gap between HOMO and LUMO (alpha / beta) (eV): 7.38 / 6.49
Multiplicity: 1
E_HOMO (alpha / beta) (eV): -9.69 / -9.29
E_LUMO (alpha / beta) (eV): -2.303 / -2.796
Energy relative to the best compared isomer or geometry (same formula, charge and spin) (kJ/mol): 357.8
Electronic energy (Ha): -617.9137

```
8
CF3NO3 (wB97M-V/def2-TZVPD)
F 2.12245 1.10695 -0.48511
F 1.74586 -0.53961 1.05775
F 1.83942 -0.91981 -1.10813
O -1.73517 -0.36981 1.38547
O -2.73123 0.36020 -0.46652
O -0.70400 0.32645 -0.42258
N -1.76715 0.12101 0.28518
C 1.71906 -0.08293 -0.15808
```

(5)
Formula: C34H31IrN4PS
Source: the OMol25 dataset
Level of theory: wB97M-V/def2-TZVPD

## Properties
Gap between HOMO and LUMO (alpha / beta) (eV): 7.70 / 7.01
Multiplicity: 5
E_HOMO (alpha / beta) (eV): -10.20 / -11.01
Charge: +1
E_LUMO (alpha / beta) (eV): -2.499 / -4.004
Energy relative to the best compared isomer or geometry (same formula, charge and spin) (kJ/mol): 378.1
Expectation value of S²: 6.047
Electronic energy (Ha): -2376.7364

```
72
C34H31IrN4PS (wB97M-V/def2-TZVPD)
Ir 1.83272 -1.59526 -0.71865
S 3.93968 -1.47191 0.06604
P 0.52212 0.46726 -1.08687
N 1.36949 -1.19075 1.38445
N -0.23500 -1.91505 -1.42307
N 4.62367 -0.93108 2.57024
N 2.37423 -0.97996 2.27682
C -0.83312 -1.53249 0.66250
C 2.73994 1.93928 -2.50662
C -0.90559 -0.70779 -0.75496
C 0.98216 -3.38059 -0.06933
C -0.66342 0.64168 -3.66804
C 3.56405 -1.10746 1.76466
C 1.03366 2.47074 0.87083
C 0.13786 -1.04634 1.70765
C -3.32027 -1.11071 -1.64929
C -1.64919 -3.62427 -0.40998
C -0.40369 -0.33834 5.38153
C -0.88839 -2.59413 -2.47376
C 0.07234 -0.93083 4.22202
C -1.40032 3.74527 0.28615
C -1.27644 0.73930 5.30918
C -0.63415 4.15673 1.37341
C -3.30011 -2.43919 -2.01259
C 0.41497 0.93064 -2.83666
C 1.52451 1.98345 -4.69166
C 2.42232 1.94695 1.11869
C -2.07419 -3.31908 -1.91510
C -1.22796 0.61720 2.91202
C -0.38597 -2.76414 -0.19860
C -2.28994 -0.33003 -1.12866
C -0.97360 2.67687 -0.47641
C -0.34199 -0.45622 2.98120
C 0.44545 1.69409 -5.51358
C 0.21559 2.00245 -0.16417
C -2.17098 -1.96924 1.19390
C -0.64964 1.02018 -5.00175
C -1.68541 1.21971 4.07321
C 0.57038 3.53693 1.64297
C 1.53872 1.61007 -3.35339
C -2.58678 -3.10191 0.64233
H 3.15000 2.72443 0.87596
H -1.63921 1.20311 6.21688
H 2.38050 2.50888 -5.09654
H -2.36227 2.06188 4.01261
H 2.64472 1.08700 0.49884
H 0.76326 -1.76015 4.27477
H -0.09031 -0.71673 6.34534
H -3.52203 -3.58892 0.88560
H -2.26056 -4.25057 -2.44756
H -2.55547 0.67435 -0.82346
H 1.28197 -3.67932 0.93170
H 1.11496 -4.19412 -0.78283
H 3.50770 2.42737 -3.10355
H -1.55391 2.37990 -1.34140
H -1.44286 -4.68937 -0.30907
H 1.18955 3.89119 2.45861
H -4.27017 -0.59815 -1.75200
H -1.49683 0.78827 -5.63351
H -1.54624 0.99589 1.94511
H -0.68852 -2.36554 -3.50848
H -2.31891 4.25779 0.03368
H -4.22278 -2.89929 -2.34107
H -0.96447 4.98289 1.98924
H 3.18007 1.04037 -2.06694
H -2.71531 -1.40610 1.93808
H 5.55495 -1.07160 2.22396
H 2.47952 2.61274 -1.68695
H -1.53123 0.12342 -3.28574
H 2.56638 1.66904 2.16283
H 4.47646 -0.76704 3.55156
H 0.46333 1.99636 -6.55231
```

(6)
Formula: C9H15N2OS
Source: the OMol25 dataset
Level of theory: wB97M-V/def2-TZVPD

## Properties
Gap between HOMO and LUMO (eV): 7.33
Multiplicity: 1
E_HOMO (eV): -11.16
Charge: +1
E_LUMO (eV): -3.831
Energy relative to the best compared isomer or geometry (same formula, charge and spin) (kJ/mol): 262.1
Electronic energy (Ha): -934.5206

```
28
C9H15N2OS (wB97M-V/def2-TZVPD)
S 1.20987 0.89744 2.45595
O -1.39037 -0.51512 -0.49512
N 1.21543 -0.45917 0.07253
N -0.59701 1.45988 -1.54547
C -0.28501 1.41543 -3.93232
C -1.29945 -0.17928 0.81962
C 1.11173 0.37048 4.25830
C 0.70789 -0.50717 1.44287
C -0.64748 0.05869 -3.94931
C -1.02318 -0.54806 -2.80203
C -0.38343 2.12234 -2.73951
C -0.92325 0.09985 -1.50697
C 0.55213 -1.96140 1.96931
H -0.82481 2.00818 -0.75663
H 1.45813 -2.30880 2.37205
H 2.25761 -0.22616 -0.00921
H 0.15767 0.72322 4.72545
H 0.19880 -2.56373 1.11980
H 1.25500 -0.72426 4.13523
H -0.26397 -1.98034 2.64887
H -1.54459 -1.49504 -2.87134
H 1.83749 0.89056 4.89791
H 0.22924 1.84085 -4.81020
H -1.39111 0.84785 1.20539
H -0.59321 -0.37557 -4.88190
H -0.11548 3.14802 -2.57767
H -1.86064 -0.85567 1.29581
H 0.95200 -1.18302 -0.54140
```